Entry 1:
DFT (ωB97M-V with the def2-TZVPD basis set) results for a molecular structure, C44H37NOP2PtS.

**Charge**: +2
**Orbital gap (spin up / spin down)**: 7.6337 / 6.3114 eV
**Expectation value of S²**: 6.063
**Spin multiplicity**: 5

Structure (XYZ):
```
87
Properties=species:S:1:pos:R:3:forces:R:3
Pt 0.35131 -0.35917 0.05204 -0.247 0.030 -0.638
S -0.79003 1.14923 -1.45964 0.321 -0.555 -0.694
P 2.15591 0.93185 -0.88333 -0.067 -0.170 0.625
P -1.70547 -1.52267 -0.35097 0.119 0.159 0.627
O -0.54455 0.51986 -2.77705 -0.153 0.461 0.533
N -0.04685 -0.34138 2.07367 0.142 -0.066 0.157
C 2.88445 -0.94930 -2.72526 0.059 -0.007 -0.088
C 4.62781 0.78119 0.40743 0.087 -0.066 0.020
C 5.46765 0.91934 1.50796 -0.043 0.001 -0.035
C -0.97154 -2.60717 -2.74861 -0.015 -0.140 -0.044
C 0.41681 -0.06388 5.63574 0.058 -0.078 -0.042
C 4.70563 0.69676 -4.03383 -0.017 -0.044 -0.008
C -2.78677 -4.71506 -2.60633 0.021 0.033 0.025
C -4.80626 1.78175 -1.25017 -0.030 0.089 -0.021
C 4.98894 1.47373 2.68447 -0.081 0.016 -0.016
C -2.77842 -3.33196 3.71354 -0.008 0.017 -0.019
C 3.06425 0.36838 -2.30807 0.044 -0.107 -0.195
C 1.62223 4.95872 -1.39446 0.029 0.036 -0.006
C 1.45787 -1.52337 3.44523 0.152 -0.201 0.164
C -1.06420 -3.51308 -3.79366 -0.020 0.009 0.064
C 1.42818 -1.01546 5.80407 -0.016 0.012 0.017
C 0.41962 -0.55438 3.28613 -0.435 0.425 -0.517
C 0.26230 5.07832 -1.62118 -0.063 0.043 -0.020
C -4.26616 -0.49002 -0.68562 -0.041 -0.087 -0.004
C -2.70240 -3.81666 -1.55359 -0.025 -0.059 -0.086
C -1.16336 1.23228 4.15642 0.032 -0.040 -0.039
C 1.99741 -2.25490 2.25375 0.034 -0.064 0.035
C 1.93713 -1.72922 4.71731 -0.007 -0.012 0.033
C -1.66206 -3.45007 1.58704 0.038 -0.092 0.115
C -3.45930 2.08707 -1.38446 0.000 -0.341 -0.041
C 0.02317 2.70926 -1.41603 0.079 0.306 0.078
C -2.52169 1.08981 -1.14525 -0.222 0.023 0.182
C -1.79391 -2.75978 -1.63001 0.141 -0.061 -0.201
C 3.66285 1.89454 2.76792 0.054 -0.027 -0.010
C 3.97601 1.19348 -2.96791 0.005 0.038 -0.046
C -1.96965 -4.56331 -3.72030 -0.007 -0.010 -0.009
C -2.90878 -0.20724 -0.76599 -0.079 0.104 0.086
C -0.10769 0.19233 4.39159 -0.019 0.068 0.110
C 2.18958 3.70946 -1.18755 0.076 0.018 0.029
C -5.20942 0.49877 -0.92100 -0.031 -0.012 -0.007
C 4.53206 -0.62204 -4.44131 0.005 0.026 0.004
C 3.30518 1.20331 0.48761 0.132 0.073 -0.121
C -3.10200 -1.58318 2.09051 -0.042 0.037 0.103
C 1.40572 2.56442 -1.20367 -0.065 0.147 0.075
C 2.82336 1.75804 1.67668 -0.045 0.020 0.035
C -0.55137 3.95365 -1.63825 0.276 -0.120 -0.040
C 3.62379 -1.44437 -3.79118 -0.036 0.050 0.042
C -1.92319 -3.98987 2.83838 -0.001 0.039 -0.063
C -3.36896 -2.13261 3.33788 0.044 -0.006 -0.028
C -2.25321 -2.24507 1.20845 -0.131 -0.065 -0.143
H -0.17652 6.05249 -1.78915 -0.001 -0.006 0.001
H -2.01965 0.82208 3.61758 0.023 -0.055 -0.010
H -1.46633 -4.92803 3.12437 -0.010 0.004 -0.001
H -0.76708 2.05622 3.55609 -0.003 -0.016 0.010
H 1.79243 2.09061 1.75016 0.002 -0.009 -0.026
H -3.18038 3.07274 -1.70118 0.070 0.128 -0.029
H 1.19469 -2.58871 1.58961 -0.026 0.009 -0.013
H -3.33647 -3.94680 -0.68514 0.022 0.023 0.005
H 0.03956 0.48206 6.49134 0.020 -0.022 0.004
H 3.28628 2.33024 3.68445 0.018 0.001 -0.007
H 1.82386 -1.20350 6.79331 -0.008 0.009 -0.006
H 2.68275 -1.62155 1.68283 -0.003 0.075 -0.033
H -0.99906 -3.97577 0.90824 -0.016 0.011 -0.017
H 3.25045 3.63402 -0.98054 -0.017 -0.013 -0.002
H -2.03966 -5.27045 -4.53659 -0.006 0.009 0.013
H 6.49736 0.59550 1.43789 -0.004 0.001 0.004
H 4.11862 2.22250 -2.66173 -0.002 -0.017 0.020
H -0.43340 -3.39724 -4.66477 -0.007 -0.003 0.003
H -3.48994 -5.53555 -2.55729 0.008 0.004 0.005
H -3.56239 -0.64122 1.81736 0.029 -0.036 0.007
H 3.48663 -2.46698 -4.11586 0.002 0.002 0.008
H -0.28265 -1.77419 -2.81043 -0.021 -0.030 -0.007
H -6.26289 0.26524 -0.84419 0.010 0.001 -0.003
H -4.04470 -1.62583 4.01491 0.015 0.001 -0.012
H -1.59622 4.07100 -1.84887 -0.148 -0.005 0.012
H 2.71962 -2.46178 4.87122 -0.003 0.010 0.029
H 5.64685 1.58387 3.53661 -0.020 -0.001 -0.007
H 5.10740 -1.00574 -5.27363 -0.011 0.001 0.009
H -2.99243 -3.75899 4.68446 0.008 0.005 -0.008
H -1.52034 1.64283 5.09837 0.028 -0.001 0.007
H -5.54440 2.55185 -1.42900 0.009 0.002 -0.003
H 5.00775 0.33927 -0.50546 0.000 0.023 0.011
H 2.16327 -1.58537 -2.22434 0.013 0.000 0.031
H 2.24757 5.84116 -1.37584 -0.007 -0.005 0.003
H 5.41014 1.33596 -4.54856 -0.005 -0.006 0.003
H 2.55530 -3.13959 2.55750 0.009 0.023 0.029
H -4.59517 -1.48781 -0.41802 0.025 0.028 -0.009
```
Positions in Å, forces in eV/Å.

Entry 2:
DFT (ωB97M-V with the def2-TZVPD basis set) results for 3 unconnected molecules or ions with the total composition C4H13NO3.

**SMILES string**: C[C@H](N)O.CC=O.O
**Orbital gap**: 10.2116 eV
**Energy relative to the best compared isomer or geometry (same formula, charge and spin)**: 129.67 kJ/mol
**Spin multiplicity**: 1

Structure (XYZ):
```
21
Properties=species:S:1:pos:R:3:forces:R:3
O -1.09287 -2.65184 -2.04242 -0.336 -0.067 -0.033
O 0.05880 1.35123 -0.03447 -0.267 -0.138 -0.271
O -2.23910 -0.21489 -0.72749 0.015 -0.146 0.334
N -0.56277 1.89692 2.14352 -0.217 0.138 -0.021
C -0.07530 -2.14462 -1.64746 0.543 0.076 0.142
C 1.28182 0.25996 1.74638 -0.198 0.435 -0.264
C 0.53003 1.51847 1.27299 0.444 -0.161 0.346
C 0.63444 -1.00643 -2.28969 -0.196 0.177 -0.131
H 1.22893 2.36399 1.22899 -0.089 -0.139 0.081
H -2.53608 0.39874 -1.39920 -0.151 0.088 -0.243
H -0.22450 2.17371 3.05575 -0.044 -0.042 0.035
H 0.41537 -2.51534 -0.72525 -0.095 -0.105 0.051
H 1.68521 -1.25371 -2.41255 0.184 -0.039 0.005
H 1.69704 0.41899 2.73884 0.043 -0.029 0.108
H -1.20682 1.11872 2.25847 0.079 0.041 0.129
H 0.59756 -0.58777 1.77895 -0.075 -0.079 0.027
H 0.57624 -0.14029 -1.62019 0.077 -0.081 -0.021
H -0.76820 0.83654 -0.01169 0.195 0.016 -0.095
H 0.19122 -0.75661 -3.25000 -0.035 -0.011 -0.056
H 2.09078 0.03141 1.05782 0.123 -0.068 -0.067
H -2.28178 -1.09718 -1.12130 -0.002 0.133 -0.059
```
Positions in Å, forces in eV/Å.

Entry 3:
DFT (ωB97M-V with the def2-TZVPD basis set) results for a molecular structure, C38H37BrF4O2PPdSSi.

**Charge**: -1
**Orbital gap**: 6.1943 eV
**Energy relative to the best compared isomer or geometry (same formula, charge and spin)**: 0.00 kJ/mol
**Spin multiplicity**: 1

Structure (XYZ):
```
86
Properties=species:S:1:pos:R:3:forces:R:3
Pd -0.26734 -1.28485 0.57785 0.188 0.647 0.010
Br -0.28447 -1.36889 3.64117 0.046 -0.029 0.024
S -2.98986 -2.17072 0.73418 -0.052 0.357 0.146
P 1.71625 -1.96800 0.87763 0.118 -0.382 -0.027
Si -1.09770 1.94556 -0.75389 0.229 0.096 -0.171
F 1.23975 -1.85241 6.11734 0.044 -0.012 -0.064
F 5.40941 -3.09350 4.39504 -0.147 0.043 -0.013
F 3.77280 -2.60766 6.51834 -0.045 0.009 -0.134
F 4.50473 -2.82577 1.91847 -0.065 -0.017 0.106
O -1.15088 0.70478 0.21777 -0.433 -0.210 0.032
O -2.37380 -3.34684 0.06891 -0.006 -0.515 -0.176
C -0.52607 1.45955 -2.52637 -0.029 -0.022 0.047
C 2.72320 -4.68405 -1.98267 0.001 -0.010 -0.009
C 1.51236 -1.94620 3.75169 0.045 -0.038 0.028
C 2.32701 -2.20183 2.63880 -0.071 0.045 0.055
C 0.06644 3.26628 -0.01849 0.002 -0.069 0.032
C -5.05903 2.91106 0.10605 -0.012 -0.002 0.010
C 3.50445 1.62713 0.26640 0.009 -0.031 0.001
C 2.90603 -5.87741 -1.29551 -0.002 0.007 0.005
C 1.75682 5.07489 1.32945 0.009 0.007 0.017
C -5.15974 -1.07546 -0.51632 -0.016 0.027 -0.013
C 2.99344 -0.73755 0.36636 0.008 0.028 -0.032
C 4.19878 -1.01106 -0.27477 -0.013 -0.012 0.014
C 2.77450 -5.89282 0.08449 0.008 -0.003 -0.010
C 3.63686 -2.57706 2.90952 0.089 -0.031 -0.011
C -4.68170 -2.65154 1.24181 -0.035 -0.047 -0.029
C 2.65354 0.59084 0.61807 0.007 0.011 -0.005
C -4.38422 4.49036 -1.56282 0.032 0.019 -0.026
C 0.33449 3.13631 1.34917 0.004 -0.012 -0.048
C 2.41611 -3.52311 -1.29367 0.002 -0.021 -0.012
C 1.50731 5.22632 -0.02661 0.002 0.012 -0.014
C -3.79886 2.33002 0.05403 0.006 -0.038 -0.009
C -5.35928 3.99005 -0.71192 -0.036 0.010 0.008
C 3.31094 -2.47634 5.26864 0.017 -0.004 0.038
C -0.69824 2.50398 -3.63072 0.038 -0.001 0.022
C -2.80790 2.79319 -0.81473 0.026 0.054 0.002
C 5.04236 0.02511 -0.64947 0.007 0.012 -0.005
C 4.13806 -2.72200 4.19175 0.050 -0.013 0.026
C -1.33901 0.22196 -2.92549 0.018 -0.045 0.043
C -3.12751 3.90094 -1.60503 -0.047 -0.027 0.059
C 1.16478 4.02398 2.01790 0.015 0.021 0.026
C 0.67084 4.33225 -0.68470 0.003 0.034 -0.018
C 2.00281 -2.08802 5.04184 0.038 -0.003 0.054
C -3.64204 -1.12696 -0.61317 0.005 -0.065 -0.051
C 2.31023 -3.52068 0.09817 0.041 0.038 -0.009
C -5.59159 -2.42877 0.04251 0.007 -0.021 0.026
C 4.70197 1.34287 -0.37472 0.004 0.008 -0.003
C 2.48010 -4.72451 0.77342 -0.003 -0.010 0.022
C 0.94797 1.04792 -2.44781 0.014 -0.007 0.058
H -3.55581 1.50115 0.70914 0.006 -0.014 0.032
H -2.37971 4.33049 -2.25745 0.082 0.020 -0.086
H -6.64674 -2.45324 0.32181 -0.011 0.003 -0.009
H 3.21095 2.65041 0.46525 -0.017 0.033 0.002
H -5.60573 -0.85617 -1.48787 -0.004 -0.011 -0.004
H -4.96457 -2.00833 2.07803 0.017 0.033 0.020
H -1.02681 -0.13037 -3.91681 0.012 -0.002 -0.015
H 2.90065 -6.81831 0.63274 0.001 -0.013 -0.001
H -3.12332 -0.17280 -0.57737 -0.010 0.011 0.034
H 2.41173 5.76741 1.84463 0.003 0.004 0.006
H -5.80581 2.52543 0.79074 -0.012 0.002 0.010
H -0.30323 2.10556 -4.57397 0.009 -0.010 -0.010
H 2.80603 -4.65890 -3.06221 0.001 -0.008 -0.008
H 1.09305 0.26135 -1.70105 -0.004 0.020 -0.009
H 1.68360 0.80514 1.05262 -0.025 0.016 0.020
H -4.60329 -3.67962 1.59152 -0.022 -0.021 0.005
H -3.30564 -1.67523 -1.49605 -0.027 0.001 0.007
H 1.59579 1.88581 -2.17875 0.012 0.015 0.006
H 3.13696 -6.78817 -1.83298 0.004 -0.013 -0.008
H -2.41002 0.44031 -2.97371 -0.036 0.003 0.005
H -1.74713 2.74443 -3.79805 -0.108 0.041 0.002
H 4.47975 -2.03466 -0.48610 0.011 0.021 -0.007
H 1.28423 0.66096 -3.41857 -0.004 -0.009 -0.015
H -5.41997 -3.21298 -0.69861 0.006 0.001 -0.004
H 0.50018 4.47748 -1.74411 -0.014 0.001 -0.044
H -4.60002 5.34724 -2.19050 -0.007 0.002 -0.004
H 5.97204 -0.19877 -1.15780 0.021 -0.009 -0.013
H -6.34113 4.44712 -0.67757 -0.002 0.002 0.001
H 2.37359 -4.76426 1.85106 -0.004 0.021 0.016
H 5.36268 2.14661 -0.67461 0.016 0.020 -0.003
H 1.96748 6.04007 -0.57535 0.002 0.002 -0.001
H 2.24198 -2.60451 -1.84309 -0.009 0.018 0.006
H 1.35858 3.89090 3.07593 0.002 0.002 0.005
H -0.16291 3.43363 -3.43033 0.018 0.025 0.024
H -1.18343 -0.59093 -2.21104 -0.009 0.020 -0.025
H -5.46854 -0.27699 0.16378 -0.001 0.014 0.012
H -0.11049 2.30135 1.87885 -0.018 -0.027 0.030
```
Positions in Å, forces in eV/Å.

- Which of these has the highest spin multiplicity?
  C44H37NOP2PtS

- Look up the spin multiplicity of the second one.
  1